82
Properties=species:S:1:pos:R:3 method="wB97M-V/def2-TZVPD" gap_ev=9.2 total_charge=0 energy_ev=-52697.1915 de_lowest_kcal_mol=0.0 e_lumo_ev=0.196 smiles="NC(N)=O.NC(N)=O.NC(N)=O.NC(N)=O.NC(N)=O.CO.CO.CO.CO.CO.CO.CO" fmax_ha_per_bohr=0.025
N 1.3568 -1.0835 2.6101
C 2.0333 -0.6304 3.6932
N 2.0216 -1.4253 4.7921
O 2.6198 0.4540 3.6621
H 0.9560 -1.9962 2.4894
H 1.2923 -0.4547 1.8152
H 2.4579 -1.0875 5.6296
H 1.5205 -2.2921 4.8406
N 4.0112 2.1862 -1.2185
C 4.2726 1.0247 -0.5514
N 3.6526 0.9541 0.6600
O 5.0614 0.1598 -0.9314
H 4.5747 2.3449 -2.0331
H 3.5079 2.9246 -0.7642
H 3.8715 0.2001 1.2846
H 2.9085 1.5916 0.9262
N -5.1679 1.2566 -3.6379
C -4.1353 1.1365 -2.7571
N -3.2326 2.1464 -2.7075
O -4.0475 0.1780 -1.9859
H -5.8882 0.5635 -3.5559
H -5.1475 1.9028 -4.4024
H -3.3100 2.9747 -3.2634
H -2.5144 1.9850 -2.0122
N 3.2969 -2.6539 -3.0772
C 2.3188 -1.8600 -2.5693
N 2.5748 -1.4327 -1.2971
O 1.3225 -1.5224 -3.2053
H 4.1114 -2.8610 -2.5312
H 3.2380 -2.9806 -4.0226
H 1.9129 -0.9257 -0.7300
H 3.4974 -1.5734 -0.9152
N 0.9297 4.8704 2.4628
C 1.3665 3.5727 2.4688
N 1.0653 2.8648 3.5938
O 1.9353 3.0593 1.5103
H 1.0230 5.4146 1.6263
H 0.3169 5.1997 3.1844
H 1.5136 1.9516 3.6602
H 0.6447 3.3357 4.3708
C 2.3461 -5.0909 -1.0811
O 1.9829 -4.2470 0.0057
H 1.6230 -4.9361 -1.8877
H 3.3502 -4.8636 -1.4404
H 2.2851 -6.1227 -0.7451
H 2.0324 -3.3218 -0.2668
C -0.5554 -0.6663 -0.3069
O 0.5096 0.1693 0.1516
H -0.1633 -1.6806 -0.3676
H -1.4052 -0.6326 0.3811
H -0.9228 -0.3859 -1.2927
H 0.2923 1.0951 -0.0054
C -2.6943 1.0296 2.7160
O -2.2198 2.3762 2.5967
H -3.6509 0.9110 2.2082
H -1.9274 0.3619 2.3293
H -2.7779 0.7833 3.7792
H -2.9570 2.9862 2.6811
C -0.0457 1.3725 -3.4521
O 1.3659 1.3579 -3.3762
H -0.4675 0.5395 -4.0172
H -0.4742 1.4156 -2.4454
H -0.3291 2.2881 -3.9802
H 1.6206 0.4374 -3.1964
C -0.8247 3.5756 -0.6507
O -1.6452 2.4652 -0.2881
H -1.1740 4.0448 -1.5698
H -0.8135 4.3329 0.1362
H 0.2085 3.2460 -0.7986
H -1.6620 2.4173 0.6761
C -4.2415 -2.9781 -1.0483
O -3.3768 -2.4471 -2.0274
H -5.1127 -2.3361 -0.8920
H -4.5901 -3.9829 -1.2927
H -3.6957 -3.0854 -0.0985
H -3.4791 -1.4786 -1.9738
C -1.5088 -3.3783 2.2021
O -1.8448 -2.2178 2.9540
H -1.1452 -3.0553 1.2209
H -0.6937 -3.9055 2.6928
H -2.3428 -4.0715 2.0829
H -2.6183 -1.7940 2.5755